# 1
The following is a DFT calculation (the ωB97M-V functional and the def2-TZVPD basis) of a cluster of 4 separate species, C40H85N6O2 in total in a non-equilibrium geometry.

XYZ file:
```
133
Properties=species:S:1:pos:R:3
C -0.60582 -2.46850 4.17256
C -1.27998 -3.24069 3.30870
C -1.57168 -2.68991 1.96111
O -0.78772 -2.15723 1.23237
O -2.88917 -2.79469 1.66611
C -3.51695 -1.52859 1.39937
C -4.02676 -1.41082 -0.04007
C -3.85266 0.02416 -0.59419
C -2.91321 0.08807 -1.81536
C -3.18591 1.28344 -2.74645
C -2.20646 2.45196 -2.49241
C -2.03674 2.68561 -1.03375
N -0.92730 2.43190 -0.37465
C -1.17882 2.73425 0.91515
N -0.27670 2.61011 1.89570
C -0.49851 2.90846 3.31110
C -1.10514 1.76488 4.13140
N 1.00992 2.20534 1.49090
C 1.39626 0.86605 1.95686
C 2.73193 0.48597 1.30512
C 2.90584 -1.02512 1.13841
C 2.17203 -1.53071 -0.11085
N -2.44389 3.17556 1.06092
C -3.26591 3.66765 2.16102
C -3.27958 5.19349 2.24643
C -3.97335 5.71308 3.50269
C -5.39449 5.17209 3.71128
C -5.47401 3.83413 4.47819
N -2.97646 3.15037 -0.21880
N -4.26617 3.56351 -0.46805
H 0.28290 -1.91616 3.87519
H -0.90502 -2.39082 5.21277
H -1.57490 -4.25201 3.56897
H -2.80902 -0.72900 1.63297
H -4.35288 -1.44340 2.09601
H -5.08817 -1.66266 -0.04048
H -3.52220 -2.11888 -0.69617
H -4.82787 0.40972 -0.90935
H -3.47439 0.64329 0.22602
H -3.02873 -0.83211 -2.38973
H -1.87813 0.09647 -1.46423
H -4.22470 1.60080 -2.60954
H -3.10452 0.98950 -3.79307
H -1.21984 2.15397 -2.84695
H -2.49573 3.36006 -3.02568
H 0.48874 3.13367 3.71579
H -1.06190 3.83839 3.41287
H -2.18468 1.83826 4.26619
H -0.66887 1.78590 5.13225
H -0.85309 0.79154 3.71022
H 1.64811 2.91232 1.84097
H 0.60427 0.14233 1.75397
H 1.59081 0.90342 3.03983
H 3.54045 0.87103 1.93326
H 2.80097 0.98286 0.33367
H 2.56589 -1.56119 2.02847
H 3.97501 -1.21871 1.03002
H 1.78119 -2.53718 0.01899
H 2.82572 -1.48236 -0.98408
H 1.33626 -0.86190 -0.32785
H -2.98477 3.19570 3.09573
H -4.28117 3.33657 1.94259
H -3.82787 5.56368 1.37491
H -2.26216 5.58643 2.15752
H -3.36800 5.52867 4.39628
H -4.04593 6.79987 3.41818
H -5.89665 5.06750 2.74457
H -5.97219 5.90754 4.27182
H -6.26495 3.84086 5.22502
H -5.63757 2.99505 3.79856
H -4.53681 3.62806 5.00345
H -4.83005 2.76327 -0.73974
H -4.26488 4.23905 -1.22461
C 0.21440 -3.14950 -7.45922
C -0.76447 -2.46178 -6.51243
C -0.41412 -1.00862 -6.20893
C 0.93310 -0.82963 -5.50397
C 1.07223 -1.62028 -4.20268
C 0.05827 -1.22958 -3.13594
H 1.22331 -3.18475 -7.04468
H -0.09305 -4.17811 -7.65293
H 0.26008 -2.62965 -8.41824
H -0.82529 -3.02627 -5.57833
H -1.76284 -2.50059 -6.95668
H -1.21326 -0.57712 -5.59636
H -0.40514 -0.42876 -7.13695
H 1.08141 0.23653 -5.30102
H 1.74388 -1.12004 -6.17624
H 2.08083 -1.46482 -3.81028
H 0.98646 -2.69243 -4.40256
H 0.14878 -0.16851 -2.88173
H 0.21099 -1.80465 -2.22234
H -0.96432 -1.41677 -3.47080
C -1.58761 -5.02531 -3.54672
C -0.75286 -6.03106 -2.76301
C 0.74927 -5.83851 -2.97113
C 1.22754 -6.01732 -4.41366
C 0.90211 -7.37374 -5.03640
C 1.55754 -8.54668 -4.31413
H -1.43044 -5.13056 -4.62121
H -2.65390 -5.15832 -3.35629
H -1.31900 -4.00370 -3.26097
H -1.05153 -7.04704 -3.03357
H -0.97009 -5.92564 -1.69647
H 1.28963 -6.52726 -2.31629
H 1.02569 -4.83124 -2.63873
H 2.31123 -5.86509 -4.44010
H 0.80001 -5.22835 -5.04130
H 1.24049 -7.36526 -6.07566
H -0.18071 -7.52349 -5.07126
H 2.64408 -8.43867 -4.30412
H 1.32078 -9.48886 -4.80935
H 1.21675 -8.62717 -3.28069
C 5.54238 3.87788 1.96630
C 6.66221 3.12728 2.67956
C 6.16141 2.21341 3.79731
C 5.44254 2.92896 4.94299
C 6.26403 4.01156 5.64132
C 7.52550 3.47721 6.31207
H 5.00407 4.54170 2.64552
H 5.93929 4.49076 1.15649
H 4.82636 3.17428 1.53167
H 7.39051 3.84181 3.07080
H 7.19930 2.51581 1.95047
H 7.00528 1.64421 4.19467
H 5.47799 1.47177 3.36829
H 5.14029 2.18083 5.68310
H 4.51400 3.37491 4.57061
H 5.63554 4.48668 6.39909
H 6.53130 4.79916 4.93162
H 7.27840 2.71727 7.05618
H 8.06350 4.27818 6.81959
H 8.21055 3.03180 5.58940
```

- orbital gap (eV) = 9.5
- net charge = +1
- E_HOMO (eV) = -11.517

Löwdin atomic charge list, values in e, 99 entries: atom 1 (C): 0.051, atom 2 (C): -0.048, atom 3 (C): -0.510, atom 4 (O): 0.119, atom 5 (O): -0.002, atom 6 (C): -0.157, atom 7 (C): -0.133, atom 8 (C): -0.187, atom 9 (C): -0.193, atom 10 (C): -0.165, atom 11 (C): -0.083, atom 12 (C): -0.279, atom 13 (N): 0.240, atom 14 (C): -0.236, atom 15 (N): -0.065, atom 16 (C): -0.166, atom 17 (C): -0.050, atom 18 (N): 0.005, atom 19 (C): -0.195, atom 20 (C): -0.201, atom 21 (C): -0.242, atom 22 (C): -0.111, atom 23 (N): 0.076, atom 24 (C): -0.135, atom 25 (C): -0.178, atom 26 (C): -0.209, atom 27 (C): -0.243, atom 28 (C): -0.102, atom 29 (N): -0.064, atom 30 (N): 0.168, atom 31 (H): 0.066, atom 32 (H): 0.069, atom 33 (H): 0.118, atom 34 (H): 0.111, atom 35 (H): 0.131, atom 36 (H): 0.115, atom 37 (H): 0.117, atom 38 (H): 0.103, atom 39 (H): 0.088, atom 40 (H): 0.108, atom 41 (H): 0.102, atom 42 (H): 0.096, atom 43 (H): 0.112, atom 44 (H): 0.121, atom 45 (H): 0.126, atom 46 (H): 0.124, atom 47 (H): 0.107, atom 48 (H): 0.060, atom 49 (H): 0.086, atom 50 (H): 0.061, atom 51 (H): 0.131, atom 52 (H): 0.107, atom 53 (H): 0.115, atom 54 (H): 0.088, atom 55 (H): 0.118, atom 56 (H): 0.102, atom 57 (H): 0.105, atom 58 (H): 0.068, atom 59 (H): 0.074, atom 60 (H): 0.052, atom 61 (H): 0.088, atom 62 (H): 0.113, atom 63 (H): 0.108, atom 64 (H): 0.117, atom 65 (H): 0.113, atom 66 (H): 0.114, atom 67 (H): 0.108, atom 68 (H): 0.105, atom 69 (H): 0.073, atom 70 (H): 0.062, atom 71 (H): 0.065, atom 72 (H): 0.098, atom 73 (H): 0.125, atom 74 (C): -0.104, atom 75 (C): -0.266, atom 76 (C): -0.223, atom 77 (C): -0.217, atom 78 (C): -0.251, atom 79 (C): -0.115, atom 80 (H): 0.066, atom 81 (H): 0.070, atom 82 (H): 0.077, atom 83 (H): 0.070, atom 84 (H): 0.108, atom 85 (H): 0.090, atom 86 (H): 0.111, atom 87 (H): 0.108, atom 88 (H): 0.104, atom 89 (H): 0.106, atom 90 (H): 0.087, atom 91 (H): 0.072, atom 92 (H): 0.060, atom 93 (H): 0.053, atom 94 (C): -0.106, atom 95 (C): -0.259, atom 96 (C): -0.222, atom 97 (C): -0.228, atom 98 (C): -0.267, atom 99 (C): -0.108

# 2
The following is a DFT calculation (the ωB97M-V functional and the def2-TZVPD basis) of a cluster of 2 separate species, C16H17NO in total in a non-equilibrium geometry.

XYZ file:
```
35
Properties=species:S:1:pos:R:3
C 3.43650 1.76933 1.76515
C 2.06252 1.34614 1.36932
C 1.49478 0.06798 1.56566
N 0.13262 0.15064 1.35321
C -0.22916 1.32681 0.82506
C -1.30606 1.74150 -0.03357
C -1.21604 3.13370 -0.40111
C -0.22668 4.08309 -0.03246
C 0.84436 3.62219 0.64591
C 0.91923 2.20649 0.95884
H 3.45589 2.37631 2.75127
H 3.99670 2.37809 0.99990
H 4.16209 0.81622 1.87552
H 2.03456 -0.77751 1.90372
H -0.53040 -0.68629 1.46601
H -2.02056 1.09823 -0.64015
H -2.02599 3.52820 -0.87413
H -0.41089 5.06096 -0.41507
H 1.64191 4.22219 0.98899
C 0.90155 -3.80532 -0.31234
C -0.28073 -2.97883 -0.75567
C -1.46348 -3.02960 -0.04245
C -2.52769 -2.17067 -0.34940
C -2.44213 -1.40055 -1.55708
O -3.44171 -0.53595 -1.80764
C -1.26301 -1.20298 -2.22860
C -0.21791 -2.12539 -1.86711
H 0.98300 -4.77082 -0.51980
H 0.73030 -3.87234 0.80949
H 1.84930 -3.49152 -0.65495
H -1.58268 -3.60714 0.85894
H -3.38050 -1.83384 0.34752
H -3.53315 -0.32135 -2.74722
H -1.21300 -0.35795 -2.91528
H 0.66645 -1.96005 -2.33049
```

- orbital gap (eV) = 8.2
- structure (SMILES) = Cc1c[nH]c2ccccc12.Cc1ccc(O)cc1
- net charge = 0
- E_HOMO (eV) = -7.479
- relative energy (zero: lowest compared OMol25 entry of this formula, charge and spin) (kcal per mole) = 67.4

Charges obtained by Löwdin population analysis, quoted in units of e: atom 1 (C): -0.099, atom 2 (C): -0.234, atom 3 (C): -0.054, atom 4 (N): 0.048, atom 5 (C): -0.229, atom 6 (C): 0.025, atom 7 (C): -0.094, atom 8 (C): -0.111, atom 9 (C): -0.039, atom 10 (C): -0.095, atom 11 (H): 0.097, atom 12 (H): 0.072, atom 13 (H): 0.111, atom 14 (H): 0.102, atom 15 (H): 0.184, atom 16 (H): 0.102, atom 17 (H): 0.051, atom 18 (H): 0.091, atom 19 (H): 0.090, atom 20 (C): -0.037, atom 21 (C): -0.280, atom 22 (C): -0.079, atom 23 (C): -0.005, atom 24 (C): -0.381, atom 25 (O): 0.016, atom 26 (C): -0.003, atom 27 (C): -0.009, atom 28 (H): 0.020, atom 29 (H): 0.105, atom 30 (H): 0.069, atom 31 (H): 0.106, atom 32 (H): 0.147, atom 33 (H): 0.119, atom 34 (H): 0.124, atom 35 (H): 0.070

# 3
The following is a DFT calculation (the ωB97M-V functional and the def2-TZVPD basis) of a structure of composition C21H28F5NdO2 in a non-equilibrium geometry.

XYZ file:
```
57
Properties=species:S:1:pos:R:3
O 0.15400 0.91083 -3.21601
C 1.11220 1.46366 -4.22696
C 0.15741 2.56878 -4.64793
H 1.29133 0.69124 -4.97375
H 2.02733 1.81730 -3.74333
C -0.86602 1.85056 -3.73632
H -0.06761 2.59662 -5.71664
H 0.47901 3.54963 -4.25720
C -1.95928 1.07803 -4.44029
H -1.58579 0.59690 -5.35431
H -2.80514 1.73442 -4.67815
H -2.30770 0.28021 -3.77250
C -1.39338 2.74642 -2.63235
H -0.60832 3.38994 -2.21568
H -1.83301 2.17908 -1.81106
H -2.17552 3.37615 -3.06536
Nd 0.22839 -0.73397 -1.27031
C 1.09854 0.90015 0.81806
C 2.11564 -0.09074 0.72034
C 2.80731 0.09882 -0.50747
H 2.41679 -0.75244 1.52879
C 2.24565 1.23330 -1.15222
C 1.14516 1.70140 -0.36388
H 0.53287 2.57806 -0.56550
H 0.47924 1.08675 1.69355
H 3.68964 -0.44378 -0.84509
H 2.68381 1.74401 -2.00839
C -1.36426 -0.92006 0.92803
C -1.80576 0.22886 0.20479
C -2.40433 -0.22098 -1.01467
H -1.79414 1.25921 0.56169
C -2.31682 -1.64699 -1.04234
C -1.68248 -2.07290 0.15839
H -1.60504 -3.10444 0.51088
H -0.97350 -0.92520 1.94939
H -2.94435 0.39994 -1.72739
H -2.75806 -2.28866 -1.80499
O 0.03042 -1.09634 -5.72670
C -0.23210 -0.94383 -7.15177
C 0.66052 -1.88826 -7.97720
H -0.03302 0.10191 -7.44940
H -1.30246 -1.16640 -7.32888
C 1.30727 -2.81112 -6.93232
H 1.43007 -1.32823 -8.51396
H 0.07851 -2.45241 -8.70132
C 0.96637 -2.17407 -5.57506
H 2.38562 -2.89914 -7.05506
H 0.85123 -3.80590 -7.00623
H 1.87559 -1.74474 -5.12246
H 0.49942 -2.90161 -4.90221
F 0.39228 -3.96084 -1.06256
C 1.44971 -3.07357 -0.80942
F 2.42864 -3.37913 -1.72209
C 1.97676 -3.41027 0.58280
F 1.13915 -2.96204 1.57013
F 2.13304 -4.73735 0.75742
F 3.18719 -2.83015 0.78127
```

- orbital gap (spin up / spin down) (eV) = 8.2 / 8.2
- net charge = 0
- multiplicity = 4
- E_HOMO (spin up / spin down) (eV) = -7.894 / -7.888
- relative energy (zero: lowest compared OMol25 entry of this formula, charge and spin) (kcal per mole) = 0.0

Charges obtained by Löwdin population analysis, quoted in units of e: atom 1 (O): -0.255, atom 2 (C): -0.105, atom 3 (C): -0.051, atom 4 (H): 0.104, atom 5 (H): 0.097, atom 6 (C): -0.527, atom 7 (H): 0.118, atom 8 (H): 0.123, atom 9 (C): 0.002, atom 10 (H): 0.071, atom 11 (H): 0.100, atom 12 (H): 0.078, atom 13 (C): -0.012, atom 14 (H): 0.084, atom 15 (H): 0.060, atom 16 (H): 0.099, atom 17 (Nd): 1.875, atom 18 (C): -0.211, atom 19 (C): -0.203, atom 20 (C): -0.202, atom 21 (H): 0.099, atom 22 (C): -0.216, atom 23 (C): -0.211, atom 24 (H): 0.086, atom 25 (H): 0.104, atom 26 (H): 0.106, atom 27 (H): 0.083, atom 28 (C): -0.210, atom 29 (C): -0.232, atom 30 (C): -0.247, atom 31 (H): 0.107, atom 32 (C): -0.223, atom 33 (C): -0.215, atom 34 (H): 0.112, atom 35 (H): 0.114, atom 36 (H): 0.086, atom 37 (H): 0.103, atom 38 (O): -0.196, atom 39 (C): -0.184, atom 40 (C): -0.154, atom 41 (H): 0.114, atom 42 (H): 0.121, atom 43 (C): -0.147, atom 44 (H): 0.107, atom 45 (H): 0.106, atom 46 (C): -0.187, atom 47 (H): 0.109, atom 48 (H): 0.112, atom 49 (H): 0.119, atom 50 (H): 0.121, atom 51 (F): -0.049, atom 52 (C): -0.438, atom 53 (F): -0.010, atom 54 (C): -0.576, atom 55 (F): 0.097, atom 56 (F): 0.132, atom 57 (F): 0.112

Table of E_tot (eV), in record order: -55886.2264 -20402.9032 -55189.2228